{"formula": "C106H191F12N14O12P3S4", "method": "the ωB97M-V functional and the def2-TZVPD basis", "elements": ["S", "S", "S", "S", "P", "P", "P", "F", "F", "F", "F", "F", "F", "F", "F", "F", "F", "F", "F", "O", "O", "O", "O", "O", "O", "O", "O", "O", "O", "O", "O", "N", "N", "N", "N", "N", "N", "N", "N", "N", "N", "N", "N", "N", "N", "C", "C", "C", "C", "C", "C", "C", "C", "C", "C", "C", "C", "C", "C", "C", "C", "C", "C", "C", "C", "C", "C", "C", "C", "C", "C", "C", "C", "C", "C", "C", "C", "C", "C", "C", "C", "C", "C", "C", "C", "C", "C", "C", "C", "C", "C", "C", "C", "C", "C", "C", "C", "C", "C", "C", "C", "C", "C", "C", "C", "C", "C", "C", "C", "C", "C", "C", "C", "C", "C", "C", "C", "C", "C", "C", "C", "C", "C", "C", "C", "C", "C", "C", "C", "C", "C", "C", "C", "C", "C", "C", "C", "C", "C", "C", "C", "C", "C", "C", "C", "C", "C", "C", "C", "C", "C", "H", "H", "H", "H", "H", "H", "H", "H", "H", "H", "H", "H", "H", "H", "H", "H", "H", "H", "H", "H", "H", "H", "H", "H", "H", "H", "H", "H", "H", "H", "H", "H", "H", "H", "H", "H", "H", "H", "H", "H", "H", "H", "H", "H", "H", "H", "H", "H", "H", "H", "H", "H", "H", "H", "H", "H", "H", "H", "H", "H", "H", "H", "H", "H", "H", "H", "H", "H", "H", "H", "H", "H", "H", "H", "H", "H", "H", "H", "H", "H", "H", "H", "H", "H", "H", "H", "H", "H", "H", "H", "H", "H", "H", "H", "H", "H", "H", "H", "H", "H", "H", "H", "H", "H", "H", "H", "H", "H", "H", "H", "H", "H", "H", "H", "H", "H", "H", "H", "H", "H", "H", "H", "H", "H", "H", "H", "H", "H", "H", "H", "H", "H", "H", "H", "H", "H", "H", "H", "H", "H", "H", "H", "H", "H", "H", "H", "H", "H", "H", "H", "H", "H", "H", "H", "H", "H", "H", "H", "H", "H", "H", "H", "H", "H", "H", "H", "H", "H", "H", "H", "H", "H", "H", "H", "H", "H", "H", "H", "H", "H", "H", "H", "H", "H", "H", "H", "H", "H", "H", "H", "H"], "positions_angstrom": [[-0.65234, -3.95523, 1.76683], [5.27513, 1.84770, -2.44106], [0.32426, -1.93795, -5.47568], [-2.04433, 4.54558, 0.69221], [-5.61805, 3.31033, 4.04624], [7.15947, -1.34848, 0.92889], [-5.54645, -4.40911, 2.58820], [-1.91399, 6.61896, -1.13426], [6.44583, 3.50318, -0.47550], [1.70943, -0.62570, -7.33219], [1.16445, -5.42695, 3.18206], [0.05420, -6.66944, 1.78815], [-1.73555, 7.12528, 1.13437], [2.92322, -1.89832, -6.03143], [-0.85838, -5.86299, 3.57052], [2.16615, 0.11811, -5.45354], [-3.60694, 6.64412, 0.16747], [5.25221, 4.46772, -1.92036], [4.22764, 3.25405, -0.41192], [-0.56357, 4.36176, 0.73879], [0.18112, -3.63375, 0.62274], [-0.59733, -2.91712, 2.83427], [5.30790, 0.66844, -1.57825], [0.25943, -1.75735, -4.00544], [0.53152, -3.34833, -5.90417], [-2.69324, 3.73406, -0.32282], [6.34300, 1.95132, -3.40800], [3.92949, 2.04710, -3.02774], [-2.68288, 4.39572, 2.01503], [-0.81884, -1.29346, -6.17575], [-2.03406, -4.20799, 1.31826], [-1.15923, -5.91587, -2.72615], [1.18245, 4.21860, -3.69751], [0.10729, 2.52789, 3.96592], [-0.83132, 0.28153, -0.63968], [3.23351, -4.79363, -3.70823], [2.67805, 7.79828, 1.27601], [-2.37593, -4.23658, -3.63844], [5.12081, 0.24151, -6.47907], [2.94680, 9.92941, 0.74018], [3.82393, 3.24540, -12.72374], [0.19704, 0.29860, 4.52457], [3.47724, -5.11926, -1.51920], [1.32697, -0.12712, -1.18565], [-4.97805, 0.55000, -4.34737], [-7.37640, 3.34448, 1.88467], [8.40891, -0.25274, 0.13808], [-8.02187, 0.39832, 5.75290], [4.14016, -5.23880, -2.78663], [-3.69399, 2.32777, -3.29665], [4.66068, 0.08156, -8.80063], [-4.02414, -2.37780, 3.79590], [2.56464, 6.31399, 1.16336], [4.95409, -0.49482, -7.55520], [9.14647, -3.11446, 2.14443], [-6.63831, -3.23779, 0.08837], [-4.43637, 8.41240, 2.72150], [1.88254, -1.03313, -6.09251], [2.74924, 8.49968, 2.51318], [-7.35223, -5.81382, 4.23144], [4.75276, 1.54664, -11.31658], [0.16982, 1.59623, 4.98300], [6.52417, -2.56311, -0.30831], [-6.83965, 2.46621, 5.05468], [-5.35114, -3.11883, 3.83461], [9.02815, 0.80970, 1.14744], [5.37868, -0.44790, -5.13719], [-4.02113, 2.80300, 4.70305], [4.23880, 2.09823, -10.17379], [-1.16851, 2.75359, -3.79587], [1.12587, 1.24324, -1.05623], [-5.10515, 7.46765, 3.71886], [-4.58153, -6.87894, 1.79665], [2.23199, -4.53930, -1.75257], [4.63288, 2.19559, -7.74674], [-4.34329, -5.78791, 2.88301], [-0.00908, -5.60394, 2.58183], [9.67610, 2.62820, -0.54711], [-7.46459, -2.14733, 0.72365], [10.15905, 1.62031, 0.49267], [-5.39982, -3.71057, 0.91203], [0.06222, 2.14442, -4.00881], [-1.99106, -4.86114, -2.47367], [-2.56948, 4.70986, 7.82492], [-7.48672, 3.56558, 0.36427], [-6.70672, 0.94631, 5.24232], [0.06577, 4.78065, -3.23946], [-5.86861, 5.11496, 4.30624], [3.16505, 3.78249, -11.62353], [4.82270, -1.03492, 2.57215], [11.58180, -3.40149, 1.46923], [-3.85837, -8.17108, 2.16106], [-3.07279, 4.50357, 6.38422], [2.88619, 9.85024, 2.12502], [8.32093, -3.67721, -1.78823], [-1.02047, -6.04125, -4.08209], [-2.58996, -0.26784, 1.03770], [1.22404, 2.91010, -3.95885], [4.49366, 1.45442, -8.93486], [7.98640, -5.07460, -1.23855], [-2.97098, -3.48645, 5.98592], [-2.94956, -2.98570, -3.87562], [-2.31127, 6.36663, 0.13343], [2.58681, -0.79843, -1.48912], [-3.37367, -2.17558, 5.23109], [-4.88178, 1.54730, -3.42864], [-1.78849, -4.98155, -4.63193], [7.20332, -2.68436, -1.71578], [-4.88536, 6.00400, 3.53587], [5.03815, 1.61594, -6.53408], [5.86306, -0.23716, 1.60146], [-3.94625, 0.29747, -5.19702], [4.07563, -5.39597, -0.22350], [3.51452, -4.66274, -5.13296], [-8.82223, -6.03948, 4.54148], [1.94107, 5.84151, -0.12886], [-0.62397, -6.74226, -1.67077], [0.12893, 0.45659, 3.12834], [4.58087, 2.11428, -12.61657], [-6.30029, -0.06005, -4.63236], [0.06723, 1.81265, 2.77610], [2.45202, 4.93431, -3.76545], [5.32729, 3.35946, -1.22527], [2.71685, 8.70562, 0.20094], [-7.01688, 4.88918, -0.10295], [-2.51828, 1.93797, -3.98680], [-1.32229, -8.08992, -1.57915], [-8.95335, -6.88881, 5.77101], [0.09851, 4.01488, 4.12293], [-2.30423, 0.12330, -0.47939], [3.69758, 3.79600, -14.09374], [7.89009, -2.19343, 2.35063], [3.43241, 3.21852, -10.32166], [-7.14021, -5.12884, 2.86886], [-7.72771, -1.11700, 6.21505], [-5.91135, 2.85890, 2.24145], [-0.24233, 1.46156, -0.84995], [3.01879, 11.17415, 0.02290], [4.06423, 0.92788, 4.11630], [-6.84295, -0.81026, 0.81408], [0.11548, -0.69476, -0.91324], [3.64770, -0.18474, 3.09021], [2.04226, -4.38942, -3.11560], [0.97972, 4.60417, 5.28347], [3.74845, -6.82559, 0.25717], [-4.14231, -9.33770, 1.24913], [-2.72953, 0.93734, -4.93735], [10.49430, -2.48515, 1.89462], [0.41267, -0.84390, 5.40680], [-1.17184, 4.09899, -3.32037], [-3.76633, 3.22540, 6.11246], [-0.17002, -1.72929, -1.03414], [7.00077, -5.45665, -1.50439], [-2.98531, -3.35075, 7.06734], [-2.39356, -8.07678, -1.37839], [7.00743, -2.76343, 2.64068], [5.11459, 1.65329, -13.43452], [-2.39067, 0.60127, 1.66463], [4.47972, 0.49870, 5.02804], [8.31894, 1.56033, 1.49628], [9.17773, -3.78036, 3.00681], [-3.24786, 3.11237, 3.99989], [-6.17370, 7.68110, 3.74595], [2.67398, 4.14392, -14.23270], [-7.31021, -4.03857, -0.22051], [-3.82398, 5.85797, 3.73648], [9.21936, -3.34323, -1.26921], [6.45287, -2.93537, -2.46539], [-2.04972, -1.10464, 1.48041], [5.26803, 2.17693, -5.64030], [10.37943, -1.82223, 1.03705], [3.10848, 4.38043, -3.09435], [0.24151, 1.85594, 6.02885], [-7.12695, -5.13583, 5.05465], [-6.84454, 5.28787, 3.85262], [6.35669, -0.17343, -4.74189], [-7.77672, -2.63773, 1.64570], [4.37449, -1.90269, 2.08822], [2.98123, -0.23715, -2.33617], [-2.77978, 1.07530, -0.71531], [2.71698, 8.41741, -0.83989], [-3.23584, -2.97989, 3.34406], [-4.90894, -4.52743, 0.38299], [0.11530, 2.25415, 1.79164], [-7.00740, 2.94935, 6.01724], [4.37620, 4.63502, -14.24742], [8.11116, -5.11008, -0.15629], [10.79352, -2.14624, 2.88644], [2.65063, 7.97945, 3.45448], [5.13877, -5.19552, -0.35641], [-5.93281, 4.77626, -0.09172], [-6.73666, -6.71007, 4.30832], [-4.51897, 9.43669, 3.08498], [-3.61220, -4.34896, 5.80423], [-2.33568, -2.41518, -4.57259], [-7.44466, -0.14020, 1.42813], [2.69263, 11.07806, -1.01271], [-0.84866, 2.35325, -0.78945], [-3.94056, -3.22753, -4.25972], [-4.11836, -8.54002, 3.15323], [-1.87427, -4.63910, -5.65260], [9.10582, -0.82699, -0.47238], [12.55054, -2.93128, 1.30028], [-3.32416, -5.40306, 2.84604], [0.49871, 4.43117, 3.19847], [1.99227, 1.85537, -1.25887], [-4.98072, 5.84548, 2.46169], [-4.91918, 8.32597, 1.74809], [-5.64308, -7.10146, 1.68846], [-3.21522, 2.46575, 6.66681], [-0.36071, -6.83541, -4.39899], [-1.97554, -3.87354, 5.76825], [5.33899, 0.64071, -11.27156], [-9.97263, -6.71753, 6.11718], [2.98397, 3.64970, -9.43884], [1.77235, 6.10817, 1.88309], [-1.20124, -8.76273, -2.42813], [-1.87589, 5.55010, 7.85690], [3.57063, -4.66990, 0.41360], [-5.82466, -0.85109, 1.20076], [-9.44893, -6.52104, 3.79085], [2.02650, 4.32741, 5.15798], [-3.73449, -10.27262, 1.63346], [4.44119, -7.55950, -0.15464], [3.87123, 2.92871, -14.73074], [2.68796, 5.84739, -0.92272], [-2.16845, 4.45514, 5.77764], [-8.10005, 2.58014, 2.16790], [2.91266, -0.83595, 3.56322], [-8.34041, -6.53315, 6.59921], [1.62846, -4.28526, -0.89372], [3.46029, 5.80890, 1.52502], [4.29003, 3.21811, -7.80423], [-3.40244, 8.15879, 2.48747], [-7.27446, 5.80450, 0.42992], [4.60247, 0.00566, -4.52085], [-3.69849, -9.17019, 0.26778], [-6.24350, -2.83466, -0.84422], [-8.33109, 1.00046, 6.60725], [-8.52929, 3.63823, 0.05466], [4.90938, 1.48225, 3.70827], [0.21590, 5.82299, -2.99988], [10.62194, 2.15198, 1.32403], [-2.01387, 4.69453, -2.99988], [-0.61123, -6.15291, -0.75392], [-6.35252, -0.93523, -3.98473], [-3.66883, -0.42323, 1.03775], [0.11829, 1.13903, -4.39924], [-7.75482, 2.56426, 4.47077], [1.23226, -3.92504, -3.65842], [9.44541, 0.35738, 2.04710], [-4.00380, 1.71381, 4.66488], [-3.56498, 5.41395, 6.04208], [2.86154, 10.73270, 2.74717], [2.34521, 11.84326, 0.55833], [-5.88233, 0.69401, 5.90926], [5.40155, 0.25194, 0.74362], [9.36262, 2.13382, -1.46657], [-6.14146, -2.37165, 3.76235], [-7.01296, 2.87226, -0.33068], [-5.76319, 1.80497, -2.86020], [-4.67584, -2.90620, 1.04217], [-7.06396, 0.69269, -4.43667], [-5.05876, 3.26173, 1.69472], [-2.78916, -7.99850, 2.28395], [-4.22240, -6.58848, 0.80935], [0.91916, 5.69163, 5.32665], [4.99498, -1.56568, -7.42109], [2.40869, -1.76845, -1.95325], [3.79249, -5.60467, -5.60582], [-5.45739, -3.53807, 4.83513], [0.42460, -6.96033, -1.87331], [-4.71983, 7.73648, 4.70240], [2.86498, 4.89064, -4.77325], [8.63672, -5.88741, -1.56184], [1.04426, 6.37174, -0.44932], [-3.35868, 5.05163, 8.49459], [7.88930, 0.35343, -0.60398], [-2.42432, -1.71402, 4.95945], [10.49802, 3.26690, -0.87055], [4.42444, -4.10845, -5.36301], [8.05119, -1.39784, 3.07808], [10.99256, 1.00376, 0.15620], [2.16938, 2.50802, -4.29210], [3.96277, 11.71010, 0.12170], [-8.82277, -7.94814, 5.54996], [8.83672, 3.19269, -0.14104], [1.12755, -0.54832, 6.17471], [2.70265, -4.24221, -5.72636], [2.51833, 4.62489, -11.81978], [7.54437, -1.70142, -2.04078], [3.20243, -0.86284, -0.59193], [5.17416, -5.47687, -2.98798], [2.72574, -7.14038, 0.04959], [11.42653, -3.89363, 0.50913], [-8.52937, -1.75783, 5.84795], [-5.86258, 5.36187, 5.36789], [8.65179, -3.73233, -2.82534], [-8.83273, 0.41366, 5.02463], [-1.84492, 0.60665, -5.46129], [-4.08919, -1.58371, 5.80189], [2.32092, 5.94265, -3.37283], [0.12365, -0.48067, 2.59176], [-9.28654, -5.08821, 4.80152], [-7.56148, -5.77189, 2.09614], [-6.75448, -1.53242, 5.95362], [-4.68609, 3.29038, 6.69377], [-2.16218, -4.59132, -1.44202], [-6.38201, 0.51566, 4.29512], [-0.92839, 4.38005, 4.10751], [-3.57477, 3.09489, -2.54584], [-7.83264, -4.28736, 2.84493], [6.41144, 0.55554, 2.11039], [-2.97109, -2.42220, -2.94283], [0.75440, -1.69626, 4.81961], [3.31166, 0.42343, 2.25039], [5.47114, -2.30139, -0.41192], [-2.26880, 3.75775, 8.26215], [-7.30240, 5.03825, -1.14428], [-6.80323, -0.45738, -0.21645], [3.23706, 1.56947, 4.42002], [-1.01649, -8.60704, -0.66966], [4.50470, -0.65329, -9.57656], [3.87522, -6.80942, 1.33965], [5.31844, -1.45756, 3.44606], [-7.68047, -1.11447, 7.30402], [-4.02539, -0.44385, -5.97842], [11.57187, -4.14656, 2.26477], [6.52757, -3.51656, 0.21992], [-4.10164, -1.42719, 3.26823], [-8.38799, -2.04577, 0.15347], [-6.39662, -0.34287, -5.68061], [-7.62909, 4.26705, 2.40727], [1.63013, 4.79701, -0.10791], [5.35075, -1.53377, -5.22778], [-5.21604, -9.42727, 1.08430], [0.55188, 4.25550, 6.22341], [-5.81846, 1.77319, 2.21470], [-2.56263, -0.77119, -1.04614], [-0.52340, -1.13771, 5.88173], [-4.49722, -6.12551, 3.90792], [8.92424, -3.87102, 1.39188]], "forces_ev_per_angstrom": [[-1.7079, 1.5938, 0.7942], [-0.5470, -0.2962, 0.6502], [-2.3607, -1.6309, -0.5584], [1.0382, -0.4639, 1.8796], [-0.0338, 0.5921, 0.1532], [1.5950, 0.9681, -0.7615], [0.1450, -0.9061, 0.6421], [0.7409, 0.0072, 1.1976], [-1.2517, -0.9584, -0.3380], [-0.0076, -0.6607, -0.8598], [0.4149, 0.3201, -0.7798], [-0.0190, 0.5726, -0.4217], [0.1161, -0.6056, -2.1860], [-0.3631, 0.9243, 0.1707], [-0.6333, -0.0751, -0.2041], [0.3142, -0.4611, 1.1019], [0.1123, -0.2439, -0.0936], [-0.7052, 0.7321, -0.6312], [0.8844, 0.1640, -0.4317], [-1.7282, 0.4771, -0.3824], [1.1527, -0.3715, -0.4116], [0.3587, -1.7646, -1.1108], [0.2375, 0.6961, -0.2009], [0.7122, 0.1867, -1.2188], [0.2922, 2.5574, 0.8754], [-0.0414, -0.0744, -0.8975], [-0.2793, 0.3776, 0.4931], [0.3712, 0.1907, 0.1464], [0.8536, 0.6636, -1.7080], [2.0569, -0.3239, 1.0825], [0.9854, -0.5485, 0.5122], [-2.2035, 2.7318, -0.5042], [0.0759, -1.0202, 0.5321], [0.1921, -2.0526, 1.4579], [1.4479, -2.1060, -1.8427], [0.7456, -0.2095, 0.6420], [0.2034, 1.6041, -1.1528], [3.5337, -4.4996, 1.8497], [1.0946, 0.7048, 1.4385], [-0.8529, -2.2122, 0.4524], [0.0016, -0.7959, 1.0815], [-0.2080, 4.8546, -1.1717], [1.0510, 0.7059, -4.8061], [-3.5905, 0.0480, 1.4579], [0.2979, 1.2458, -1.2942], [1.3448, -0.9457, -1.2827], [-0.8155, 1.1639, 0.7649], [1.1906, -2.1914, 0.5095], [-3.7927, 1.3171, 2.0480], [0.2335, -1.6555, 0.1267], [0.1605, -0.9031, 0.6488], [1.4923, -0.8686, 1.2178], [-1.9948, 0.6838, 1.0087], [-0.4942, 0.2602, -1.4252], [-1.2516, -1.1339, -0.0304], [0.6639, 0.1550, -0.2319], [-0.2710, -0.5637, -0.4712], [-0.8454, -0.1865, -0.2057], [0.1281, 1.6299, -3.4626], [-0.1250, 0.5674, -0.2165], [0.4448, -0.0835, -2.5921], [0.1221, 0.1174, -0.8668], [-0.1795, 0.2205, 0.0479], [-0.5188, -0.4323, -0.4141], [0.0621, 0.6239, 0.2574], [0.8099, -0.7581, -0.7754], [0.0080, 1.1776, -0.5879], [0.3482, -0.5011, -1.2089], [-0.9294, 0.8016, -2.1547], [-1.8379, -0.0840, 0.6366], [-0.7265, -0.2190, -0.6609], [-0.2851, 1.2037, 1.0119], [0.2945, -0.4015, 0.8630], [0.8258, -0.8212, -0.5234], [-0.1082, -0.4046, 0.7767], [-0.2266, 0.8519, -1.1777], [-0.4490, 0.7395, 1.0465], [0.3859, -0.6321, -0.1871], [-1.1463, -1.7593, 0.3097], [0.1479, 0.2602, 0.5831], [-0.2887, -0.2635, -0.1131], [0.1152, 0.7254, -0.6968], [0.8674, -0.1675, -0.2701], [-1.3684, 0.1711, -0.0491], [-2.1090, 0.7929, 0.0465], [0.4735, 0.9407, -0.4389], [-1.2947, -0.2074, -0.9126], [0.6765, -0.3366, -0.9424], [2.0499, -1.9499, 0.8007], [0.4596, 0.9540, -0.2826], [0.1890, -1.5727, -0.0623], [0.2293, -0.4919, 0.9764], [1.9105, 1.2517, -0.2112], [-0.0969, -2.1658, 0.5323], [0.8308, -1.0757, -0.1085], [-1.2912, 1.8194, -0.0054], [-0.4906, 1.3762, -1.1642], [-0.8132, -0.8470, -1.1872], [0.6289, -1.2236, 2.8734], [0.3196, -0.3005, 0.0924], [-0.3942, 0.0801, -0.0124], [-1.1640, 1.2570, 0.1456], [-0.8235, -0.4598, 1.8107], [-0.3807, -0.0059, -0.9581], [-0.3266, -1.0923, -1.1360], [1.6595, 1.0166, -0.4168], [1.4848, -1.6043, -0.3760], [-0.4550, 0.8461, 0.8197], [0.6331, -0.1202, -1.0980], [-0.7944, -0.6748, -1.5447], [-0.8465, -1.6004, 0.7878], [1.0571, 0.8461, 1.8978], [-0.9062, -0.6549, -0.0329], [0.8304, -0.5935, -1.4347], [-0.2339, -0.3686, 0.1090], [0.9871, -0.5178, -1.2192], [0.4462, -1.2202, 0.2612], [-0.0029, 0.0119, 0.4921], [-0.3944, 0.4280, 3.2697], [-0.0515, -0.0817, 0.3734], [0.4507, -2.1331, 1.2302], [0.5513, 0.0169, 0.7571], [0.9733, -0.9717, 0.2685], [1.1812, -0.8166, 3.5998], [2.0269, 0.9068, -0.6706], [-0.9001, 1.3981, 0.1760], [-0.8308, -0.5360, 0.9929], [-0.8965, 0.0298, 0.6523], [0.8739, 1.0635, -0.2496], [1.3908, -1.8071, 2.5703], [-0.7449, -0.0409, 0.0028], [0.3806, -0.2349, -0.7662], [-0.7499, 1.3120, -1.9457], [-1.4647, 0.1427, 0.3582], [-0.8685, 1.4107, 0.3245], [-0.5280, 0.4762, 2.0666], [2.3822, 1.2511, 0.5180], [-0.5591, 1.6685, 0.1784], [0.6358, -1.2862, -0.1091], [0.4280, 0.4350, 0.0975], [-0.5576, 0.7162, -0.0730], [1.2100, 1.5656, 0.5061], [1.3689, -0.1507, 1.4725], [-1.2180, -1.0768, -0.4514], [0.6512, 0.4710, 0.3026], [0.0973, 0.2067, -0.7851], [1.1983, -0.3673, -0.3221], [-0.6253, 0.6718, -0.3681], [-0.2526, -0.4908, -0.0397], [1.5451, -0.1790, 0.0090], [-1.0678, -0.1221, 2.0154], [0.4146, -0.0931, 0.3321], [-0.3480, 0.2820, 0.0196], [-0.1001, 0.2036, -0.0201], [-0.2322, 0.7294, -0.3635], [0.1968, -0.3922, 0.6265], [-0.3331, 0.4056, -0.4708], [-0.0394, 0.0966, 0.0073], [-0.1591, -0.2129, 0.1352], [-0.5285, -0.2620, -0.1995], [0.1434, 0.2918, 0.4590], [0.1698, 0.2999, 0.0066], [-0.1181, 0.1441, -0.0182], [0.0572, -0.0310, -0.0389], [0.2542, -0.3178, 0.3119], [-0.0402, -0.6700, 0.2487], [-0.0212, 0.2464, 0.2291], [-0.3878, -0.2543, 0.1523], [0.0009, -0.2736, -0.5913], [-0.1017, -0.1118, 0.2262], [0.0557, 1.1655, 0.7398], [0.2828, 0.2074, -0.1553], [-0.0349, 0.0480, -0.0558], [0.8786, 0.0144, -0.0457], [-0.2531, 0.2259, 0.5434], [-0.0814, 0.2677, -0.2348], [-0.1950, 0.8240, 0.5595], [0.1964, -0.0295, -0.5463], [0.7034, 0.3044, 0.5982], [-0.0115, -0.2892, -0.2718], [0.0110, 0.2544, 0.1741], [-0.1300, 0.0106, -0.7555], [0.2007, 0.1370, -0.2273], [-0.2617, 0.2199, 0.2229], [0.1313, 0.2448, -0.1017], [0.1700, -0.2716, 0.0078], [-0.3730, 0.0816, 0.1007], [0.1528, 1.3387, -0.4254], [0.1033, 0.2849, -0.0786], [-0.0732, -0.0866, 0.5161], [0.4871, 0.8342, -0.1347], [-0.1806, -0.1299, 0.0952], [0.1157, -0.0696, -0.1870], [-0.3921, 0.1227, -0.1184], [-0.1666, -0.1320, -0.1576], [0.0967, 0.1665, -0.1269], [0.1922, -0.1017, 0.1919], [0.3692, 0.3033, 0.1945], [-0.2180, 0.8281, -0.0733], [-0.4438, 0.4581, 0.3021], [0.0634, -0.3072, 0.0003], [0.3853, -0.1159, 0.5379], [-0.0604, 0.1785, 0.7414], [-0.0542, 0.0229, -0.1632], [0.0339, -0.4575, -0.2686], [-0.2598, 0.4121, 0.1151], [-0.1290, -0.5426, -0.2102], [-0.3005, 0.2534, -0.0316], [-0.1276, 0.0260, 0.0552], [0.1516, -0.3344, -0.2763], [-0.3154, 0.2125, -0.8119], [0.1448, 0.4087, -0.3947], [0.1615, 0.0275, -0.0517], [-0.1051, -0.5229, 0.1666], [-0.2865, 0.2609, -0.2518], [0.1764, -0.2180, 0.4552], [0.3835, 0.2500, -0.0574], [0.5116, -0.5321, 0.0654], [0.4790, 0.0518, 0.3694], [0.1184, 0.1171, 0.1900], [0.3437, 0.1876, -0.5322], [-0.0938, -0.1632, 0.1879], [-0.1589, 0.0760, 0.0345], [-0.0832, 0.0244, -0.0433], [0.1077, 0.5769, -0.3754], [0.0619, 0.3553, -0.3058], [0.3261, 0.2323, -0.2733], [0.1436, -0.0170, 0.2524], [-0.2632, 0.0680, -0.4566], [0.3445, -0.2642, -0.0656], [-0.3601, -0.0481, -0.0718], [0.1629, 0.1938, -0.5370], [0.7673, 0.3348, 0.3941], [0.1771, 0.0838, 0.5546], [-0.2968, -0.3201, 0.3179], [0.1341, -0.6056, 0.3813], [0.0341, -0.0863, -0.2059], [0.2921, -0.1146, -0.3054], [-0.1216, -0.1695, 0.0462], [-0.4347, -0.9493, 0.4781], [-0.3098, 0.4729, -0.1072], [-0.6417, 0.0642, 0.2919], [-0.0508, 0.3205, 0.0376], [-0.3520, -0.3609, -0.1296], [-0.4024, -0.1191, 0.0592], [-0.5263, 0.0578, -0.1157], [-0.0098, -0.2917, 0.4012], [0.1113, -0.2179, 0.2994], [-0.3146, 0.4205, 0.1374], [0.1303, -0.1970, -0.1509], [-0.0914, -0.3764, -0.0747], [-0.2078, -0.2270, -0.1365], [-0.3913, -0.1291, -0.0375], [0.2659, -0.0120, -0.1220], [-0.3508, 0.0822, -0.3841], [-0.0884, 0.1351, 0.3996], [-0.3461, -0.1723, -0.0679], [-0.2899, -0.1258, -0.0581], [-0.3977, -0.2282, -0.2256], [0.0613, -0.7670, 0.6445], [-0.1077, -0.2079, -0.0142], [0.1727, 0.0437, -0.2032], [-0.0341, -0.3084, 0.2252], [-0.2713, 0.3963, -0.2762], [0.2449, 0.1777, -0.3694], [0.0621, 0.4192, -0.0208], [-0.2042, -0.0576, -0.3361], [0.1103, 0.0397, -0.1393], [-0.4092, -0.1883, 0.5632], [-0.5088, -0.4824, 0.4145], [-0.1827, -0.4647, -0.1258], [0.1073, 0.2807, -0.3194], [-0.1771, 0.0799, 0.2992], [-0.2190, 0.2564, 0.0826], [0.3742, 0.3740, -0.3569], [0.1156, 0.3585, 0.3347], [-0.3560, -0.0740, -0.1038], [-0.4139, -0.0568, -0.1508], [-0.1909, 0.8017, 0.5338], [-0.1536, 0.2541, 0.2821], [-0.0646, 0.5831, 0.6727], [0.0826, -0.0852, 0.2372], [-0.2488, -0.2884, -0.3832], [0.1422, -0.0254, 0.3134], [0.3798, -0.6937, -0.2302], [0.1865, 0.0647, 0.2968], [0.1877, 0.2483, -0.1258], [0.0336, -0.1819, -0.1525], [-0.2042, -0.0627, 0.6637], [0.0331, 0.0371, 0.0844], [0.1069, 0.1270, 0.1022], [0.1492, 0.1821, -0.3646], [-0.1506, -0.3073, 0.1510], [-0.0063, 0.2458, -0.0996], [-0.5317, -0.2311, -0.0292], [0.1502, -0.1799, 0.3048], [-0.2465, -0.2378, 0.0663], [-0.0943, -0.1518, -0.1251], [0.1871, 0.1415, -0.1447], [-0.2039, -0.2483, -0.6167], [0.5278, 0.3015, 0.3473], [0.0490, -0.0453, -0.4114], [0.0147, 0.2494, -0.5288], [0.0430, 0.2891, -0.4294], [0.5960, -0.1453, -0.3276], [0.0410, 0.2961, -0.6423], [-0.5036, -0.3483, -0.0785], [-0.4015, 0.4071, -0.0579], [-0.3039, -0.3585, -0.3513], [-0.0533, -0.2927, 0.4104], [-0.6760, 0.1567, 0.1997], [-0.1238, 0.2801, 0.0638], [-0.0162, -0.1587, 0.3363], [-0.3444, -0.0377, -0.0263], [0.1104, 0.1585, 0.0300], [-0.8886, -0.5088, -0.2744], [-0.1646, 0.1139, -0.1450], [0.7411, 0.2119, -0.0179], [-0.0132, 0.0743, -0.0254], [0.1470, 0.5357, 0.0233], [0.0365, 0.1272, -0.2988], [0.6729, -0.1037, -0.1468], [0.0294, 0.2866, -0.3886], [0.0186, -0.2719, 0.0160], [0.4333, 0.1570, -0.0642], [-0.4452, -0.2581, 0.0273], [-0.3115, -0.0100, 0.0300], [0.9906, -0.4609, -0.2837], [0.1141, -0.1351, -0.0593], [0.0368, 0.0250, 0.0264], [-0.0992, -0.0870, -0.0308], [0.3247, -0.0134, 0.1117], [-0.0519, -0.0524, -0.2185], [0.0728, 0.0138, 0.6363], [-0.4017, 0.2843, -0.2579], [-0.0236, -0.2711, 0.1143], [0.4460, -0.0049, 0.2422], [-0.1469, -0.1258, -0.1244], [-0.3835, 0.5111, -0.5101], [0.0175, 0.1150, -0.0320], [-0.3322, -0.2097, -0.0611], [-0.1972, 0.1830, -0.6390]], "largest_force_ev_per_a": 6.013, "lumo_ev": -15.0, "total_charge": 8, "homo_ev": -21.27, "orbital_gap_ha": 0.2320}